One molecule with the formula C3H4N2O3, computed with ωB97M-V with the def2-TZVPD basis set.

Last column: Mulliken charge in e.
CARTESIAN COORDINATES (ANGSTROEM)
C -0.743 -0.610 -0.021  0.278
C 1.432 -0.037 0.028  0.352
C -0.643 0.672 -0.048  0.320
H -1.898 -1.933 0.690  0.339
H 0.893 -2.035 -0.146  0.259
H 3.283 0.617 -0.249  0.254
H -2.418 1.154 -0.242  0.337
N 0.575 -1.086 0.064  -0.063
N 2.683 -0.143 0.025  -0.685
O -1.891 -1.418 -0.110  -0.505
O 0.639 1.121 -0.028  -0.360
O -1.615 1.628 0.085  -0.525

Values from the calculation:
Highest occupied orbital energy: -7.92 eV
Orbital gap: 8.22 eV
2S+1: 1

---

One molecule with the formula C3H4N2O3, computed with ωB97M-V with the def2-TZVPD basis set.

Last column: Mulliken charge in e.
CARTESIAN COORDINATES (ANGSTROEM)
C -0.079 0.358 1.343  -0.435
C -0.720 0.447 -0.787  -0.657
C -0.140 -0.539 0.132  0.457
N -0.734 1.438 1.210  -0.232
N 1.307 -0.878 -0.487  0.855
O 2.098 -1.248 0.346  -0.539
O 1.576 -0.702 -1.654  -0.550
O -1.240 1.526 0.030  -0.200
H 0.402 0.138 2.258  0.460
H -0.053 0.885 -1.514  0.321
H -1.637 -0.018 -1.303  0.255
H -0.780 -1.405 0.427  0.268

Values from the calculation:
Highest occupied orbital energy: -10.11 eV
Orbital gap: 10.06 eV
2S+1: 1

---

A 2-piece molecular cluster, C3H4N2OP overall, computed with ωB97M-V with the def2-TZVPD basis set.

Last column: Mulliken charge in e.
CARTESIAN COORDINATES (ANGSTROEM)
C -1.379 0.751 0.037  -0.268
C -0.511 0.452 1.125  -0.268
C -0.399 -1.213 -0.256  -0.136
N -1.364 -0.329 -0.834  -0.086
N 0.025 -0.710 0.869  -0.549
O 3.536 0.892 -0.686  -0.072
P 4.277 0.257 0.334  1.035
H -1.969 1.718 -0.217  0.315
H -0.396 0.848 2.118  0.427
H -0.026 -2.102 -0.754  0.376
H -1.795 -0.563 -1.737  0.228

Values from the calculation:
Highest occupied orbital energy (alpha / beta): -11.39 / -11.39 eV
Net charge: +1
Orbital gap (alpha / beta): 3.09 / 3.09 eV
2S+1: 1

---

C3H4N2OS as an isolated structure, computed with ωB97M-V with the def2-TZVPD basis set.

Last column: Mulliken charge in e.
CARTESIAN COORDINATES (ANGSTROEM)
C -0.342 1.029 0.114  0.197
C 0.768 0.249 -0.047  -0.371
C -1.011 -0.836 -0.222  -0.170
H -1.106 2.930 1.332  0.148
H 1.793 0.560 -0.131  0.386
H 1.968 -2.107 -0.551  0.412
H -1.602 -1.798 -0.565  0.295
N 0.296 -1.052 -0.145  0.290
N -1.490 0.426 -0.226  -0.477
O 1.002 -2.234 0.219  -0.411
S -0.276 2.833 0.221  -0.301

Values from the calculation:
Highest occupied orbital energy: -8.65 eV
Orbital gap: 8.28 eV
2S+1: 1

---

A 2-piece molecular cluster, C3H4N2OS overall, computed with ωB97M-V with the def2-TZVPD basis set.

Last column: Mulliken charge in e.
CARTESIAN COORDINATES (ANGSTROEM)
C 0.570 -1.086 -0.224  -0.324
C 2.362 -0.056 0.538  -0.116
C 0.028 -0.318 0.766  0.231
N 1.921 -0.890 -0.325  -0.461
N -2.513 0.803 -0.419  -0.179
O -2.218 -0.014 0.519  -0.320
S 1.150 0.559 1.677  -0.140
H 0.139 -1.510 -1.166  0.322
H 3.314 0.319 0.524  0.464
H -2.564 0.468 -1.480  0.271
H -2.190 1.724 -0.410  0.254

Values from the calculation:
Highest occupied orbital energy (alpha / beta): -9.09 / -9.20 eV
Orbital gap (alpha / beta): 8.59 / 9.05 eV
2S+1: 1

---

One molecule with the formula C3H4N2OS, computed with ωB97M-V with the def2-TZVPD basis set.

Last column: Mulliken charge in e.
CARTESIAN COORDINATES (ANGSTROEM)
C 0.796 -0.895 -1.083  0.120
C -0.076 -0.061 0.994  0.563
C -0.706 1.132 1.634  -0.159
H 0.120 -0.547 -2.823  0.211
H 1.564 -1.361 -0.449  0.346
H -0.800 0.495 -0.867  0.219
H -0.440 1.137 2.706  0.325
N 0.795 -1.114 -2.328  -0.613
N -0.120 -0.107 -0.378  -0.204
O 0.500 -0.890 1.667  -0.548
S -1.634 2.210 0.928  -0.261

Values from the calculation:
Highest occupied orbital energy: -9.81 eV
Orbital gap: 8.13 eV
2S+1: 1

---

One molecule with the formula C3H4N2OS, computed with ωB97M-V with the def2-TZVPD basis set.

Last column: Mulliken charge in e.
CARTESIAN COORDINATES (ANGSTROEM)
C 0.350 -0.989 0.645  0.468
C 0.821 0.115 0.075  -0.486
C -1.311 -0.323 -0.477  0.011
H 1.851 -1.611 1.746  0.329
H 1.732 0.637 0.054  0.440
H -0.583 2.945 -0.580  0.142
H -2.222 -0.138 -1.007  0.396
N -0.274 0.592 -0.639  -0.068
N -0.960 -1.288 0.289  -0.576
O 0.970 -1.963 1.445  -0.497
S -0.375 2.021 -1.553  -0.158

Values from the calculation:
Highest occupied orbital energy: -8.77 eV
Orbital gap: 9.30 eV
2S+1: 1

---

One molecule with the formula C3H4N2OS, computed with ωB97M-V with the def2-TZVPD basis set.

Last column: Mulliken charge in e.
CARTESIAN COORDINATES (ANGSTROEM)
C -0.096 -0.136 -0.024  0.647
C 1.174 -0.916 -0.002  -0.233
C 0.384 1.273 0.022  -0.257
H -3.607 -0.503 0.141  0.170
H 1.255 -1.592 -0.843  0.263
H 1.221 -1.445 0.966  0.228
H -0.255 2.132 0.060  0.406
N -1.274 -0.611 -0.069  -0.537
N 1.662 1.308 -0.052  -0.330
O 2.192 0.050 -0.124  -0.172
S -2.656 0.438 -0.075  -0.186

Values from the calculation:
Highest occupied orbital energy: -8.96 eV
Orbital gap: 9.06 eV
2S+1: 1

---

One molecule with the formula C3H4N2OS, computed with ωB97M-V with the def2-TZVPD basis set.

Last column: Mulliken charge in e.
CARTESIAN COORDINATES (ANGSTROEM)
C -2.516 -1.139 0.761  -0.570
C -0.458 0.654 -0.309  0.612
C 0.900 0.882 0.168  -0.839
N -1.535 0.992 -0.578  0.688
N -2.765 0.975 -0.840  -1.089
O -5.001 -0.060 -0.120  -0.529
S -3.594 -0.040 0.305  0.633
H -3.212 -1.847 1.200  0.272
H 1.700 0.237 -0.176  0.299
H 0.856 0.860 1.335  0.242
H 1.134 1.955 -0.042  0.283

Values from the calculation:
Highest occupied orbital energy: -8.91 eV
Orbital gap: 8.13 eV
2S+1: 1

---

A 2-piece molecular cluster, C3H4N2OS overall, computed with ωB97M-V with the def2-TZVPD basis set.

Last column: Mulliken charge in e.
CARTESIAN COORDINATES (ANGSTROEM)
C -0.872 0.506 -0.023  0.627
C -3.109 -0.651 0.517  -0.674
C -1.992 0.033 0.359  -0.143
N 0.274 0.804 -0.236  -0.476
N 3.486 0.746 -0.171  -0.474
O 2.376 -1.543 -0.502  -0.490
S 2.510 -0.331 0.334  0.619
H -4.186 -0.315 0.387  0.219
H -3.190 -1.700 0.725  0.249
H 0.554 1.813 -0.410  0.271
H 4.150 0.637 -0.981  0.273

Values from the calculation:
Highest occupied orbital energy: -9.00 eV
Orbital gap: 8.48 eV
2S+1: 1

---

One molecule with the formula C3H4N2OS, computed with ωB97M-V with the def2-TZVPD basis set.

Last column: Mulliken charge in e.
CARTESIAN COORDINATES (ANGSTROEM)
C 0.278 1.533 0.144  -0.813
C 1.532 1.065 -0.036  0.073
C -0.682 0.453 0.000  0.703
N -0.005 -0.790 -0.214  0.222
N -0.572 -2.012 0.081  -0.609
O -1.904 0.339 -0.087  -0.627
S 1.658 -0.576 -0.010  -0.048
H 0.054 2.634 0.357  0.289
H 2.548 1.605 -0.181  0.294
H -1.344 -2.343 -0.531  0.268
H -1.002 -2.133 1.080  0.247

Values from the calculation:
Highest occupied orbital energy: -8.53 eV
Orbital gap: 8.90 eV
2S+1: 1

---

C3H4N2OS2 as an isolated structure, computed with ωB97M-V with the def2-TZVPD basis set.

Last column: Mulliken charge in e.
CARTESIAN COORDINATES (ANGSTROEM)
C -1.166 -0.221 -0.174  0.245
C 0.822 -0.686 -0.042  0.608
C 0.849 0.746 -0.184  -0.050
H -3.153 0.170 -0.204  0.317
H 1.136 -2.916 0.002  0.206
H 1.975 1.699 1.263  0.147
H -1.199 1.893 0.171  0.325
N -0.399 -1.214 0.066  -0.489
N -0.565 1.028 -0.347  -0.183
O -2.511 -0.544 -0.159  -0.469
S 2.325 -1.941 -0.215  -0.299
S 1.886 1.985 -0.177  -0.358

Values from the calculation:
Highest occupied orbital energy: -7.98 eV
Orbital gap: 8.03 eV
2S+1: 1

---

A 2-piece molecular cluster, C3H4N2OS2 overall, computed with ωB97M-V with the def2-TZVPD basis set.

Last column: Mulliken charge in e.
CARTESIAN COORDINATES (ANGSTROEM)
C 1.748 -0.841 0.099  -0.467
C 2.466 0.336 0.151  -0.299
C 0.371 -0.446 0.060  0.584
N 1.662 1.401 0.215  -0.692
N 0.426 0.944 0.104  0.364
O -0.668 -1.093 -0.072  -0.529
S -3.802 0.381 -0.788  -0.093
S -2.968 -0.137 0.896  -0.129
H 2.105 -1.848 0.021  0.379
H 3.527 0.470 0.177  0.450
H -0.358 1.568 0.225  0.261
H -4.509 -0.734 -1.089  0.169

Values from the calculation:
Highest occupied orbital energy (alpha / beta): -8.30 / -9.04 eV
Orbital gap (alpha / beta): 8.95 / 7.04 eV
2S+1: 3
Expectation value of S²: 2.032

---

One molecule with the formula C3H4N2S2, computed with ωB97M-V with the def2-TZVPD basis set.

Last column: Mulliken charge in e.
CARTESIAN COORDINATES (ANGSTROEM)
C 0.616 0.069 -0.722  0.223
C -0.399 0.381 0.508  -0.180
C -1.044 1.736 0.754  0.026
H 1.889 -1.136 0.560  0.293
H 2.185 -0.964 -0.987  0.295
H -0.094 -0.077 1.429  0.376
H -1.620 -2.051 0.505  0.175
N 1.373 -1.001 -0.488  -0.476
N -1.429 2.817 0.830  -0.349
S 0.519 0.768 -2.277  -0.217
S -1.995 -0.542 -0.114  -0.166

Values from the calculation:
Highest occupied orbital energy: -9.03 eV
Orbital gap: 8.60 eV
2S+1: 1

---

One molecule with the formula C3H4N2S2, computed with ωB97M-V with the def2-TZVPD basis set.

Last column: Mulliken charge in e.
CARTESIAN COORDINATES (ANGSTROEM)
C -0.202 -0.059 0.125  0.467
C -2.792 1.154 0.068  0.044
C 1.208 -0.373 0.183  -0.813
N -0.467 1.237 -0.012  -0.219
N -1.651 1.768 0.142  -0.469
S -1.477 -1.256 0.669  -0.137
S -3.326 -0.455 -0.185  -0.095
H -3.602 1.840 0.238  0.388
H 1.646 0.376 0.811  0.302
H 1.841 -0.380 -0.740  0.232
H 1.225 -1.276 0.778  0.299

Values from the calculation:
Highest occupied orbital energy: -8.55 eV
Orbital gap: 7.72 eV
2S+1: 1

---

A 2-piece molecular cluster, C3H4N2Si overall, computed with ωB97M-V with the def2-TZVPD basis set.

Last column: Mulliken charge in e.
CARTESIAN COORDINATES (ANGSTROEM)
C -1.237 1.724 0.094  0.625
C 1.103 -2.038 -0.344  0.207
C -1.203 0.447 0.597  -1.250
N -1.256 2.704 -0.492  -0.412
N 0.793 -3.154 -0.335  -0.318
Si 1.242 -0.229 -0.459  0.435
H -1.772 -0.415 0.369  0.395
H -0.871 0.275 1.586  0.370
H 2.265 -0.018 0.511  -0.038
H 0.936 0.705 -1.528  -0.014

Values from the calculation:
Highest occupied orbital energy: -9.11 eV
Orbital gap: 7.59 eV
2S+1: 1

---

C3H4N3 as an isolated structure, computed with ωB97M-V with the def2-TZVPD basis set.

Last column: Mulliken charge in e.
CARTESIAN COORDINATES (ANGSTROEM)
C -1.697 -0.896 -1.237  0.541
C -2.490 -1.027 -2.427  -0.142
C 1.015 -0.318 0.734  -0.614
N -2.857 -2.181 -2.122  -0.138
N -1.028 -0.467 -0.321  0.732
N -0.353 0.018 0.495  -0.685
H -2.676 -0.234 -3.153  0.329
H 1.010 -0.921 1.700  0.310
H 1.611 0.650 1.023  0.293
H 1.408 -1.079 0.049  0.374

Values from the calculation:
Highest occupied orbital energy (alpha / beta): -15.51 / -15.40 eV
Net charge: +1
Orbital gap (alpha / beta): 8.05 / 8.79 eV
2S+1: 1

---

C3H4N3 as an isolated structure, computed with ωB97M-V with the def2-TZVPD basis set.

Last column: Mulliken charge in e.
CARTESIAN COORDINATES (ANGSTROEM)
C 2.807 -0.736 0.159  0.544
C 0.909 -0.319 -0.490  0.158
C -0.218 0.036 0.356  -0.822
N 3.283 0.521 0.216  -0.089
N 2.309 1.054 -0.239  -0.042
N 1.786 -1.371 -0.025  -0.207
H 0.887 -0.155 -1.501  0.483
H -0.506 1.137 0.187  0.344
H -0.070 -0.264 1.490  0.324
H -0.894 -0.704 -0.069  0.308

Values from the calculation:
Highest occupied orbital energy (alpha / beta): -15.63 / -15.62 eV
Net charge: +1
Orbital gap (alpha / beta): 8.07 / 8.06 eV
2S+1: 1

---

C3H4N3 as an isolated structure, computed with ωB97M-V with the def2-TZVPD basis set.

Last column: Mulliken charge in e.
CARTESIAN COORDINATES (ANGSTROEM)
C -0.756 -0.082 0.905  0.387
C -2.058 -0.286 0.536  -0.208
C 1.667 0.296 -0.106  -0.612
N -1.720 -0.294 -0.768  -0.026
N -0.435 -0.230 -1.094  -0.373
N 0.268 -0.087 -0.023  0.536
H -3.123 -0.389 0.948  0.379
H 2.278 -0.582 -0.467  0.289
H 2.143 0.534 0.886  0.332
H 1.736 1.120 -0.817  0.296

Values from the calculation:
Highest occupied orbital energy (alpha / beta): -16.76 / -16.79 eV
Net charge: +1
Orbital gap (alpha / beta): 7.90 / 8.14 eV
2S+1: 1

---

An isolated ion of composition C3H4N3 and charge +1, computed with ωB97M-V with the def2-TZVPD basis set.

Last column: Mulliken charge in e.
CARTESIAN COORDINATES (ANGSTROEM)
C 0.942 -1.917 -0.684  -0.145
C -0.556 0.465 0.051  0.462
C -0.013 1.688 0.569  -0.889
N -0.209 -2.108 -0.777  0.220
N -1.214 -0.408 -0.323  0.602
N -1.383 -1.594 -0.671  -0.603
H 1.846 -2.201 -0.397  0.412
H -0.244 1.828 1.629  0.322
H -0.288 2.591 -0.006  0.315
H 1.117 1.656 0.609  0.303

Values from the calculation:
Highest occupied orbital energy (alpha / beta): -12.55 / -17.16 eV
Net charge: +1
Orbital gap (alpha / beta): 7.89 / 9.13 eV
2S+1: 3
Expectation value of S²: 2.026

---

ΔE to the lowest compared entry with this formula, charge and spin values (in kJ/mol) by entry order: 189.4 583.4 314.4 449.2 601.3 108.3 125.8 302.2 734.1 441.6 231.8 301.1 0.0 328.5 278.3 209.0 429.9 454.1 436.9 338.0.